Version 1
Entry from the OMol25 dataset: an isolated ion of composition C2H4O3P and charge -1 (the ωB97M-V functional and the def2-TZVPD basis).

```
10
Properties=species:S:1:pos:R:3
H -0.724 -1.094 0.220
H -0.629 1.114 0.464
C 1.219 1.285 -0.334
P -0.461 -0.652 -1.139
O 2.330 1.641 -0.673
O -1.813 -0.603 -1.705
C 0.414 1.343 0.719
O 0.440 0.551 -1.491
H 0.336 -1.563 -1.680
H 0.604 2.024 1.660
```

Output
- Frontier orbital gap: 7.89 eV
- Lowest unoccupied orbital energy: 4.39 eV
- SMILES string: C=C([O-])O[PH2]=O
- Net charge: -1

=====

Version 2
Entry from the OMol25 dataset: a 2-piece molecular cluster, C2H4O3P overall (the ωB97M-V functional and the def2-TZVPD basis).

```
10
Properties=species:S:1:pos:R:3
O -1.114 -0.058 -1.120
P -0.233 -2.503 -2.741
H -1.260 0.140 0.891
C -0.674 -0.331 0.057
H 0.905 -1.628 -0.256
O 0.930 -3.378 -3.173
H 0.479 -1.201 1.476
H -0.461 -0.404 -2.066
O 0.148 -1.024 -3.074
C 0.435 -1.019 0.437
```

Output
- Frontier orbital gap: 8.64 eV
- Lowest unoccupied orbital energy: 4.34 eV
- Net charge: -1

=====

Referenced to the most stable arrangement, the calculated values in kcal/mol are version 1 26.3; version 2 0.0.